No. 1
32
Properties=species:S:1:pos:R:3:mulliken_charge:R:1 method="wB97M-V/def2-TZVPD" e_homo_ev=-5.005 largest_force_ev_per_a=0.72 charge=-1 e_tot_ev=-31785.5576 lumo_ev=2.933 de_lowest_kj_mol=0.00
O -0.0547 1.9415 0.2240 -0.66
C -1.2827 1.9010 0.4708 0.06
O -2.1450 2.8018 0.5233 -0.75
C -1.7816 0.4450 0.7221 0.04
N -2.4170 0.2956 2.0574 -0.29
C -3.6106 -0.4057 2.0971 0.72
F -3.5446 -1.6810 1.5182 -0.36
F -3.9694 -0.6468 3.3894 -0.34
C -4.7309 0.3990 1.3853 0.38
F -5.6484 -0.4277 0.8192 -0.29
F -5.3860 1.1301 2.3112 -0.29
B -0.5095 -0.4642 0.4909 0.81
O -0.2183 -0.9873 -0.7494 -0.62
O 0.3943 -0.7965 1.5053 -0.63
H -2.5333 0.2682 -0.0574 0.22
H -1.7504 -0.0905 2.7182 0.23
H -4.3278 1.0773 0.6320 0.19
H -0.9149 -0.8075 -1.3894 0.30
H 0.0317 -1.4161 2.1459 0.28
C 3.1147 0.5632 -2.2901 -0.47
C 3.3184 0.4879 -0.7791 -0.41
C 3.2748 -1.0153 -0.5489 -0.09
O 3.8133 -1.6235 -1.7355 -0.45
C 3.9100 -0.6466 -2.7675 -0.45
H 3.4631 1.4961 -2.7331 0.35
H 2.0563 0.4428 -2.5265 0.17
H 4.2976 0.8928 -0.5079 0.29
H 2.5518 1.0139 -0.2106 0.25
H 2.2446 -1.3448 -0.4042 0.01
H 3.8684 -1.3376 0.3082 0.26
H 4.9651 -0.3873 -2.9260 0.26
H 3.5213 -1.0781 -3.6927 0.27

No. 2
97
Properties=species:S:1:pos:R:3:mulliken_charge:R:1 method="wB97M-V/def2-TZVPD" e_homo_ev=-9.567 largest_force_ev_per_a=3.66 e_tot_ev=-139737.2991 lumo_ev=-1.958 de_lowest_kj_mol=16.80 smiles="O=C1C=C(O)C(=O)C=C1O.O=C1C=C(O)C(=O)C=C1O.O=C1C=C(O)C(=O)C=C1O.ClC(Cl)Cl.ClC(Cl)Cl.CCOCC.CCOCC.CCOCC"
C 4.8400 -1.1736 -9.7868 -0.80
C 5.2945 -1.5174 -8.5209 0.59
C 4.3602 -1.6672 -7.3833 0.63
O 4.7761 -1.8734 -6.2711 -0.59
C 2.9575 -1.6185 -7.7337 -0.76
C 2.4542 -1.2279 -8.9692 0.48
C 3.3535 -0.9147 -10.1365 0.54
O 3.0968 -0.4461 -11.2466 -0.57
O 1.0743 -1.0577 -9.1726 -0.51
O 6.5688 -1.7475 -8.3223 -0.51
H 5.5474 -1.0493 -10.5934 0.40
H 2.1894 -1.8057 -6.9979 0.42
H 0.9324 -1.0014 -10.1204 0.33
H 6.7915 -2.1942 -7.5023 0.34
C 4.3066 -10.2712 -4.9964 -0.89
C 3.5803 -9.7253 -5.9981 0.36
C 2.5951 -8.6952 -5.7422 1.00
O 1.8732 -8.1874 -6.6167 -0.64
C 2.4487 -8.2971 -4.3539 -0.80
C 3.2704 -8.7923 -3.3506 0.36
C 4.2969 -9.8525 -3.6346 0.77
O 4.8671 -10.3608 -2.6840 -0.63
O 3.2084 -8.4713 -2.0173 -0.55
O 3.5723 -10.1801 -7.2231 -0.51
H 4.9311 -11.0962 -5.3059 0.39
H 1.6333 -7.6965 -3.9785 0.40
H 3.8856 -9.0073 -1.5980 0.38
H 3.0222 -9.6471 -7.8018 0.35
C 7.1603 5.0374 0.9456 -0.71
C 7.1375 4.9361 -0.4125 0.43
C 8.3325 5.3617 -1.2659 0.58
O 8.4059 5.3678 -2.5086 -0.60
C 9.5887 5.5364 -0.4043 -0.76
C 9.6167 5.5595 0.9413 0.38
C 8.3348 5.4135 1.7334 0.87
O 8.3486 5.4465 2.9664 -0.61
O 10.7133 5.7529 1.6090 -0.52
O 6.0053 4.5715 -1.0847 -0.51
H 6.3000 4.6052 1.4350 0.39
H 10.4829 5.8901 -0.8960 0.37
H 10.5020 5.7437 2.5455 0.35
H 6.1326 4.8482 -1.9951 0.34
C 1.1161 -0.9237 -0.7455 0.04
Cl -0.3655 -1.9173 -0.9585 -0.12
Cl 2.3381 -1.8973 0.1235 -0.12
Cl 0.7690 0.4159 0.3558 -0.11
H 1.4799 -0.5353 -1.6967 0.30
C 0.9137 -4.0266 5.6690 0.08
Cl 0.8937 -4.8345 7.2115 -0.12
Cl 0.5321 -2.3309 5.8594 -0.11
Cl -0.0730 -4.9304 4.5371 -0.12
H 1.9132 -4.1095 5.2419 0.27
C -3.4034 9.0697 1.7135 -1.22
C -3.7185 7.8381 0.9349 -0.26
O -3.1105 7.8795 -0.2980 -0.32
C -1.7199 7.7217 -0.3425 -0.20
C -1.4354 7.7537 -1.8740 -1.15
H -3.5007 10.0074 1.1664 0.34
H -4.0158 9.1129 2.6141 0.38
H -2.3830 9.1989 2.0744 0.35
H -3.5300 6.9250 1.4995 0.31
H -4.8010 7.8076 0.8103 0.27
H -1.3894 8.6177 0.1830 0.23
H -1.4730 6.8207 0.2191 0.32
H -2.1258 7.2101 -2.5190 0.31
H -0.4180 7.3896 -2.0168 0.36
H -1.3240 8.7992 -2.1615 0.29
C -9.9201 -6.0712 4.9047 -1.27
C -8.5662 -6.0833 4.0552 -0.19
O -8.6157 -7.1606 3.0971 -0.35
C -7.3209 -7.3304 2.4291 -0.35
C -6.7935 -6.1449 1.5505 -0.96
H -10.8177 -5.9400 4.3003 0.32
H -9.9872 -7.0056 5.4618 0.33
H -9.9373 -5.3227 5.6969 0.38
H -8.7415 -5.1965 3.4460 0.25
H -7.7789 -6.0806 4.8090 0.30
H -6.5981 -7.5581 3.2126 0.32
H -7.4008 -8.1522 1.7176 0.30
H -5.7428 -6.3512 1.3468 0.32
H -6.8708 -5.1762 2.0442 0.34
H -7.3317 -6.2341 0.6068 0.25
C -2.1792 4.9448 6.4444 -1.20
C -3.4976 4.2664 6.8268 -0.19
O -4.4147 5.3333 7.1462 -0.32
C -5.6807 4.7380 7.6434 -0.23
C -6.6453 5.8231 8.0373 -1.15
H -1.7595 5.5489 7.2488 0.29
H -1.4645 4.2557 5.9944 0.39
H -2.3516 5.5234 5.5369 0.29
H -3.8841 3.6543 6.0119 0.30
H -3.3137 3.7464 7.7669 0.28
H -6.0867 4.2069 6.7825 0.27
H -5.4765 4.0585 8.4709 0.30
H -6.2231 6.5637 8.7165 0.31
H -7.5222 5.2925 8.4083 0.37
H -7.0353 6.2933 7.1346 0.29

No. 3
51
Properties=species:S:1:pos:R:3:mulliken_charge:R:1 method="wB97M-V/def2-TZVPD" e_homo_ev="-8.130 / -8.364" largest_force_ev_per_a=1.26 e_tot_ev=-126953.1209 lumo_ev="0.237 / -2.071" multiplicity=3 de_lowest_kj_mol=0.00 s_squared=2.01
Pd 1.1393 -0.8251 -0.4445 0.13
C -2.0339 0.7375 0.3638 -1.05
O -0.8933 0.3125 1.1044 -0.36
C -1.0818 -0.5954 2.0870 0.85
C -2.3140 -0.9856 2.5714 -0.61
C -2.3745 -1.9727 3.5538 -0.68
Br -4.0673 -2.4866 4.2278 -0.22
C -1.2435 -2.5825 4.0225 -0.63
C 0.0077 -2.1928 3.5196 1.07
C 0.0911 -1.1816 2.5831 0.27
O 1.2633 -0.7527 2.0453 -0.68
C 1.2311 -2.8926 3.9092 0.01
N 2.4141 -2.6207 3.4138 -0.45
C 3.2838 -3.5354 4.0067 0.24
C 4.6565 -3.7092 3.8436 -0.76
C 5.2712 -4.7137 4.5665 -0.54
C 4.5417 -5.5372 5.4398 -0.41
C 3.1800 -5.3768 5.6113 -1.01
C 2.5748 -4.3619 4.8763 0.69
N 1.2626 -3.9291 4.7938 -0.05
H -2.5386 -0.1230 -0.0757 0.42
H -1.6562 1.3680 -0.4326 0.26
H -2.7173 1.3019 1.0004 0.35
H -3.2250 -0.5520 2.1909 0.47
H -1.3299 -3.3648 4.7638 0.45
H 1.9736 -1.3733 2.3466 0.76
H 5.2122 -3.0712 3.1688 0.45
H 6.3361 -4.8755 4.4599 0.38
H 5.0572 -6.3143 5.9896 0.38
H 2.6194 -6.0124 6.2848 0.38
H 0.4767 -4.3073 5.2896 0.20
Te 3.4984 0.0073 -0.2320 0.18
C 4.3359 -0.0227 -2.1412 0.39
C 3.6670 0.6007 -3.1922 -0.34
C 4.2523 0.6379 -4.4511 -0.54
C 5.4885 0.0421 -4.6645 -0.42
C 6.1447 -0.5929 -3.6175 -0.50
C 5.5756 -0.6209 -2.3514 -0.46
H 2.6874 1.0351 -3.0381 0.35
H 3.7320 1.1196 -5.2687 0.36
H 5.9414 0.0721 -5.6472 0.37
H 7.1027 -1.0690 -3.7844 0.35
H 6.0941 -1.1151 -1.5388 0.32
C -1.5270 -3.4265 -2.4285 -1.10
S -0.4266 -2.3204 -1.6351 1.61
O -0.4146 -2.6603 -0.1944 -0.57
O -0.9385 -0.9645 -1.8391 -0.65
O 0.9013 -2.5095 -2.2403 -0.67
H -2.4839 -3.3803 -1.9106 0.32
H -1.1024 -4.4273 -2.3685 0.34
H -1.6318 -3.1151 -3.4658 0.35

No. 4
73
Properties=species:S:1:pos:R:3:mulliken_charge:R:1 method="wB97M-V/def2-TZVPD" e_homo_ev=-8.777 largest_force_ev_per_a=8.68 e_tot_ev=-50773.9680 lumo_ev=0.069 de_lowest_kj_mol=479.07 smiles="COC[C@H](C)N.NC(N)=O.NC(N)=O.NC(N)=O.NC(N)=O.NC(N)=O.NC(N)=O.NC(N)=O"
C 16.3415 14.6162 10.1907 -1.22
C 17.3390 15.3685 11.0993 0.84
C 16.9544 15.3346 12.5106 -0.86
O 15.6572 15.8555 12.7809 -0.31
C 14.9433 15.5336 13.9712 -0.59
N 18.6716 14.7447 11.0198 -0.75
H 16.3753 13.5426 10.3762 0.42
H 16.4239 14.7372 9.1106 0.49
H 15.3076 14.8739 10.4204 -0.05
H 17.5336 16.3681 10.7107 0.20
H 17.6589 15.8863 13.1330 0.36
H 16.9266 14.2877 12.8129 0.35
H 14.9664 14.4955 14.3029 0.38
H 13.8951 15.8218 13.8916 0.00
H 15.2417 16.2108 14.7715 0.40
H 19.3463 15.3167 11.5074 0.23
H 18.9674 14.5898 10.0666 0.24
C 15.9010 10.8852 8.3090 0.61
O 16.2009 10.6675 9.4334 -0.62
N 16.4484 10.4760 7.2002 -0.40
N 14.8570 11.6484 8.0186 -0.23
H 16.1741 10.8687 6.3110 0.17
H 17.3566 10.0350 7.2297 0.26
H 14.4956 11.7964 7.0872 0.19
H 14.3869 11.8920 8.8787 0.16
C 11.0044 11.2467 6.9394 0.45
O 10.8414 11.2897 5.7164 -0.72
N 11.3031 12.2205 7.7923 -0.17
N 10.9894 10.1193 7.6578 -0.21
H 11.4348 13.1913 7.5470 0.22
H 11.7922 12.1115 8.6693 0.19
H 10.5875 9.2826 7.2596 0.24
H 10.9282 10.2444 8.6582 0.09
C 10.9333 16.7657 11.9829 0.72
O 10.2489 16.5625 12.9708 -0.78
N 12.1414 16.3160 11.7656 -0.05
N 10.6765 17.6665 11.0073 -0.40
H 12.7523 15.8506 12.4216 -0.23
H 12.5822 16.5766 10.8951 0.16
H 9.7211 17.9584 10.8588 0.25
H 11.3888 17.6728 10.2913 0.16
C 11.6318 7.6805 12.0882 0.57
O 12.6412 7.3758 12.6410 -0.68
N 11.1559 8.8663 12.0931 -0.17
N 10.9141 6.9693 11.2778 -0.32
H 10.4499 9.0900 11.4064 0.13
H 11.5667 9.5991 12.6539 0.11
H 11.1200 5.9861 11.1722 0.21
H 10.0252 7.4027 11.0728 0.16
C 12.6543 12.1015 11.1515 1.04
O 12.9385 11.8063 10.0014 -1.02
N 11.4384 12.1048 11.6471 -0.02
N 13.2511 13.0138 11.8078 0.02
H 11.3403 12.5764 12.5349 0.26
H 10.6820 11.7214 11.0984 -0.12
H 14.1387 13.3984 11.5171 -0.14
H 12.9180 13.2771 12.7242 0.04
C 8.3032 10.9413 10.2874 0.56
O 9.3655 10.3961 10.1470 -0.46
N 7.9690 12.0296 9.7896 -0.34
N 7.2767 10.4745 10.9135 -0.48
H 7.0995 12.3789 10.1666 0.15
H 8.6307 12.6658 9.3684 0.25
H 6.4488 10.9655 11.2193 0.16
H 7.4389 9.5863 11.3662 0.21
C 11.8194 14.0854 15.1193 0.44
O 11.8171 13.4116 14.0872 -0.92
N 11.2240 15.2625 15.2678 -0.31
N 12.4282 13.7371 16.2215 -0.39
H 10.6678 15.5882 14.4903 0.32
H 11.1392 15.7561 16.1450 0.15
H 12.3591 14.1305 17.1491 0.18
H 12.8030 12.8011 16.1619 0.26

No. 5
14
Properties=species:S:1:pos:R:3:mulliken_charge:R:1 method="wB97M-V/def2-TZVPD" e_homo_ev=-9.223 largest_force_ev_per_a=5.81 e_tot_ev=-17158.3169 lumo_ev=0.793 de_lowest_kj_mol=205.83 smiles="O=C[C@H]1CS1.C"
C -1.7017 -1.1154 1.0470 -0.69
C -0.9331 -0.0254 0.2499 0.39
C 2.5675 0.1456 -0.5293 -1.05
C -1.6181 1.2085 -0.3005 -0.09
O -1.0475 2.2181 -0.2073 -0.41
S -1.3728 -1.5056 -0.6742 -0.14
H -1.0424 -1.8344 1.6061 0.30
H -2.7731 -0.8693 1.2413 0.28
H 3.2524 0.7757 -0.8855 0.38
H 1.9216 -0.0983 -1.2708 0.27
H 3.2105 -0.7253 -0.1358 0.24
H -2.5840 1.1521 -0.9176 0.32
H 0.1753 0.1549 0.4323 -0.03
H 1.9453 0.5187 0.3444 0.23